# C65H144F5N9O7S3

A 10-piece molecular cluster, C65H144F5N9O7S3 overall (wB97M-V/def2-TZVPD, OMol25).

Cartesian coordinates (Å):
H (15.457, -7.156, -11.664)
C (16.186, 5.055, -14.317)
H (21.360, -4.116, -12.970)
H (14.837, -10.800, -11.649)
H (14.244, -4.199, -9.768)
H (17.246, 2.534, -14.945)
C (11.382, -0.300, -10.076)
C (21.651, -8.521, -4.060)
H (14.309, 4.345, -13.501)
C (12.509, 6.118, -6.317)
H (16.963, -1.291, -16.133)
C (19.161, -3.441, -14.765)
H (20.315, -5.407, -10.614)
H (20.782, -6.828, -11.609)
H (17.493, -2.338, -12.947)
H (13.801, -3.445, -6.842)
H (16.789, 7.141, -14.062)
H (22.754, 3.355, -8.280)
H (15.240, 4.876, -10.276)
N (17.033, -8.721, -11.544)
O (17.863, -3.114, -8.290)
C (12.939, -1.448, -5.380)
H (22.302, 0.462, -8.334)
H (19.075, 4.542, -8.359)
H (18.317, -0.662, -15.114)
H (13.614, 0.990, -14.092)
C (16.675, -10.839, -10.432)
C (13.430, -3.526, -4.259)
C (22.390, -9.163, -2.918)
H (12.730, -1.762, -6.403)
H (20.046, 1.455, -6.646)
C (22.504, -8.057, -1.829)
H (18.023, -2.437, -2.723)
H (19.745, -2.171, -12.950)
C (19.534, 2.579, -9.095)
F (14.745, -0.034, -8.631)
C (13.528, -4.926, -10.151)
C (17.610, -9.636, -10.486)
H (13.597, 6.147, -6.264)
C (21.912, 3.268, -8.967)
H (21.493, -5.121, -4.457)
H (14.357, -6.164, -8.572)
H (13.171, -4.506, -4.659)
N (17.828, -2.851, -15.069)
C (11.151, -1.847, -10.036)
C (21.199, -1.692, -9.269)
C (16.625, 1.282, -13.121)
H (19.929, -5.531, -12.352)
H (12.545, -0.434, -5.311)
C (20.144, -2.599, -13.870)
H (16.985, 2.069, -12.458)
H (15.626, -4.237, -12.830)
H (10.639, -2.127, -9.115)
H (16.271, -4.260, -4.069)
H (17.503, -2.899, -5.727)
H (19.252, -2.234, -4.079)
H (12.143, -1.985, -3.467)
H (20.295, 3.245, -6.672)
S (17.020, 3.086, -6.175)
H (11.157, 5.955, -10.213)
F (14.450, 2.209, -6.687)
H (21.681, 0.937, -9.928)
H (13.799, 6.568, -8.887)
C (17.253, -2.527, -4.734)
C (21.014, -6.073, -4.685)
H (15.104, -0.949, -5.668)
H (19.191, -5.771, -7.666)
C (18.048, -7.633, -12.124)
H (20.315, -1.617, -14.310)
H (13.407, 2.845, -10.954)
H (17.986, -6.013, -10.818)
N (12.302, 5.079, -8.586)
H (22.152, -1.906, -8.784)
C (11.309, -4.785, -11.342)
H (19.936, -0.599, -7.881)
H (16.525, -3.408, -16.579)
H (16.037, -11.840, -12.281)
H (15.733, 3.757, -12.600)
C (16.428, 1.922, -14.565)
H (10.430, -2.130, -10.803)
C (20.443, -0.462, -8.836)
H (19.400, 2.127, -10.078)
C (21.137, 4.539, -8.956)
C (14.509, 2.981, -15.733)
H (11.627, 7.086, -8.758)
H (11.197, -5.808, -10.982)
H (15.852, 5.261, -15.333)
H (18.748, 2.173, -8.459)
C (14.292, 1.603, -13.498)
C (14.761, -3.519, -6.333)
H (19.720, -3.408, -15.700)
C (17.989, -1.444, -15.799)
H (15.306, 3.517, -16.248)
F (15.219, 1.558, -4.693)
C (12.357, -2.474, -4.417)
C (15.919, -10.896, -11.750)
H (10.298, -4.398, -11.463)
H (13.741, -3.773, -3.244)
H (16.093, -10.763, -9.513)
H (18.816, -8.268, -12.565)
H (12.632, 3.967, -6.873)
H (15.493, -2.904, -6.856)
O (17.539, 3.965, -5.093)
H (13.213, -2.374, -9.642)
H (17.564, -7.133, -12.963)
H (21.812, -9.061, -4.993)
H (19.271, 4.416, -10.121)
H (12.065, -0.069, -9.258)
H (21.312, 5.143, -8.066)
C (23.399, -6.859, -4.946)
C (12.431, -2.647, -10.351)
H (18.904, -7.338, -10.103)
H (14.056, 2.766, -9.387)
H (16.307, 1.209, -15.381)
H (15.120, 0.873, -11.633)
O (18.014, -2.104, -10.608)
H (14.318, 1.994, -16.153)
H (24.195, -7.328, -4.368)
H (13.923, -5.138, -11.144)
H (21.409, 5.272, -9.716)
C (16.357, -4.858, -14.811)
H (13.797, 5.189, -11.049)
H (18.569, -9.966, -10.885)
C (13.479, 3.426, -10.035)
H (13.334, -7.059, -9.625)
H (17.387, -10.025, -13.223)
C (19.634, -5.309, -6.784)
C (16.974, -2.734, -13.820)
C (12.187, -5.736, -8.226)
H (10.401, 0.162, -9.960)
H (11.332, -6.412, -8.245)
C (16.515, -4.136, -13.452)
H (17.096, -11.799, -10.135)
S (16.174, -0.700, -8.904)
N (22.088, -7.006, -4.100)
H (20.072, -4.418, -7.234)
C (22.402, -6.715, -2.620)
C (13.432, -6.086, -9.144)
H (10.984, 4.758, -6.920)
H (17.208, 4.683, -14.385)
N (20.881, 2.186, -8.428)
H (23.783, -5.855, -5.126)
H (10.309, 5.949, -8.620)
C (14.167, 4.795, -10.102)
H (12.138, 6.822, -4.304)
F (14.596, 3.618, -5.035)
F (16.785, -4.053, -10.069)
H (18.596, -1.668, -16.677)
H (21.710, 2.196, -6.516)
H (15.149, -0.325, -12.943)
C (14.373, -1.395, -4.993)
C (12.056, 4.868, -7.082)
H (10.595, -4.251, -8.648)
C (16.184, 6.387, -13.557)
H (20.571, -2.538, -9.546)
S (17.194, -2.657, -9.497)
H (21.668, -8.090, -1.131)
C (21.410, 0.754, -8.888)
N (12.119, -4.162, -10.181)
H (16.461, 6.321, -12.505)
H (11.817, 0.006, -11.027)
H (17.828, -4.392, -16.556)
O (17.714, 1.785, -6.202)
C (20.012, -6.081, -11.415)
H (11.903, -4.715, -12.253)
H (13.535, 2.177, -12.964)
H (16.722, -5.873, -14.653)
H (12.504, -5.601, -7.192)
H (21.602, -6.200, -2.088)
H (15.999, -7.601, -10.004)
H (12.301, 5.051, -4.336)
H (12.224, -3.608, -8.160)
H (21.874, -10.033, -2.513)
N (14.698, -2.934, -4.932)
H (21.822, -1.422, -10.121)
H (15.896, -2.870, -3.055)
H (15.746, -9.348, -13.276)
H (17.327, 0.451, -13.051)
C (11.247, 6.140, -9.142)
C (20.715, -6.216, -6.183)
H (17.370, -1.443, -4.756)
H (15.163, 6.760, -13.478)
O (16.747, -0.676, -7.577)
H (14.916, -8.652, -10.984)
C (21.501, -3.280, -13.656)
H (12.106, 7.033, -6.752)
H (14.362, 5.082, -8.000)
H (20.449, -7.257, -6.367)
H (19.049, -4.490, -14.492)
O (16.796, 3.795, -7.435)
C (15.291, 0.728, -12.700)
O (16.772, 0.266, -9.858)
C (15.320, 3.949, -13.590)
H (21.615, -5.962, -6.742)
H (22.238, 2.923, -9.948)
H (18.654, -3.845, -3.784)
H (12.714, -2.392, -11.372)
C (18.402, -2.790, -3.682)
H (16.161, -2.083, -14.142)
N (15.645, -1.988, -9.420)
C (20.707, 2.271, -6.936)
C (11.987, 5.926, -4.906)
H (21.942, -3.675, -14.571)
H (17.261, -4.641, -12.840)
C (13.782, 5.479, -8.833)
H (18.919, -4.961, -6.038)
C (11.677, -4.354, -8.737)
C (12.162, 3.716, -9.309)
C (15.179, 2.568, -5.625)
H (23.423, -8.046, -1.242)
H (22.071, -2.615, -13.008)
H (10.898, 5.910, -4.869)
C (18.738, -6.775, -11.021)
H (17.850, -9.308, -9.474)
H (23.381, -7.406, -5.889)
C (19.684, 4.118, -9.157)
H (11.997, 3.000, -8.505)
H (14.423, -0.866, -4.042)
C (16.006, -3.203, -4.088)
H (23.359, -9.504, -3.284)
H (19.681, -0.288, -9.596)
N (15.095, 2.623, -14.393)
H (20.576, -8.544, -3.878)
C (15.764, -7.967, -11.003)
H (15.065, -4.546, -6.125)
H (20.110, -6.182, -4.085)
H (15.275, -4.973, -14.878)
H (11.352, 3.674, -10.038)
H (13.631, 3.599, -15.543)
C (16.517, -9.757, -12.623)
H (11.436, -2.808, -4.895)
C (17.114, -3.966, -15.851)
H (23.327, -6.154, -2.750)

orbital gap	7.1	eV
charge	+6
2S+1	1
E_HOMO	-17.89	eV
E	-143512.97977	eV

These are the Mulliken partial charges, in e, on atoms 1 to 4: number 1, H, carries 0.36; number 2, C, carries -0.45; number 3, H, carries 0.16; number 4, H, carries 0.32